12
Properties=species:S:1:pos:R:3 method="wB97M-V/def2-TZVPD" orbital_gap_ha=0.3937 e_tot_ha=-231.4330 charge=0 smiles="C=C.O.O" de_lowest_kcal_mol=18.4 e_lumo_ev=0.43 largest_force_ev_per_a=1.1 e_homo_ev=-10.285
C -2.222 2.119 -2.287
C -0.959 1.929 -1.923
H -2.786 1.271 -2.652
H -2.659 3.107 -2.266
H -0.401 1.027 -2.131
H -0.417 2.725 -1.429
H 0.799 0.004 3.384
H -0.004 -0.472 2.280
O 0.862 -0.624 2.665
H 1.096 -2.672 0.100
H 1.807 -1.910 1.175
O 1.853 -2.748 0.715